Entry 1:
Computed, not measured: an isolated molecule of C5H8N2O2S at a distorted geometry, with ωB97M-V/def2-TZVPD.

The geometry in XYZ format:
```
18
Properties=species:S:1:pos:R:3:lowdin_charge:R:1
C -0.1727 -1.8928 1.6127 -0.099
C 0.9677 -1.2507 0.7591 -0.213
S 0.9689 0.6018 1.1472 0.764
O 2.2435 1.0740 0.8059 -0.265
O 0.3477 0.9990 2.3422 -0.255
N -0.2270 1.0664 -0.4188 -0.072
C 0.2571 0.9447 -1.6547 -0.196
C -0.7472 1.2111 -2.5443 -0.152
N -1.8963 1.3426 -1.8476 0.072
C -1.5110 1.2801 -0.6114 -0.266
H -0.5257 -2.8160 1.1331 0.088
H 0.1818 -2.0275 2.6450 0.089
H -0.9402 -1.1878 1.6164 0.033
H 0.7071 -1.0456 -0.2894 0.065
H 1.9397 -1.7677 0.7733 0.108
H 1.2647 0.8623 -1.9973 0.110
H -0.6498 1.2155 -3.6029 0.091
H -2.2083 1.3905 0.1313 0.098
```

The gap between HOMO and LUMO is 8.81 eV. As for the SMILES: CCS(=O)(=O)n1ccnc1. The molar mass comes out at 160.20 g/mol. The total charge is 0. The electronic energy comes out at -853.41538 Ha. For the HOMO energy, the calculation gives -8.85 eV.

Entry 2:
Computed, not measured: an isolated molecule of C5H8N2O2S, with ωB97M-V/def2-TZVPD.

The geometry in XYZ format:
```
18
Properties=species:S:1:pos:R:3:lowdin_charge:R:1
N 0.8734 -2.6726 1.0888 0.078
C 0.9548 -1.4369 0.5026 -0.733
N 0.3914 -0.3913 0.9505 0.073
C 0.4997 0.7225 0.0208 -0.402
C -0.8167 0.8604 -0.7590 -0.072
C -1.9346 1.2264 0.1921 -0.531
O -1.8875 2.1021 1.0166 0.104
O -3.0485 0.4966 -0.0285 0.105
C 1.7061 0.4783 -0.9203 -0.417
S 1.8536 -1.3215 -1.0321 0.920
H 1.6596 -3.2928 0.9920 0.080
H 0.4272 -2.6693 1.9994 0.102
H 0.6597 1.6638 0.5776 0.145
H -1.0689 -0.0525 -1.2923 0.123
H -0.7395 1.6963 -1.4798 0.140
H -3.7026 0.7980 0.6183 0.125
H 1.5303 0.9081 -1.9284 0.084
H 2.6424 0.8844 -0.5183 0.076
```

The gap between HOMO and LUMO is 9.58 eV. As for the SMILES: NC1=N[C@H](CC(=O)O)CS1. The molar mass comes out at 160.20 g/mol. The total charge is 0. The electronic energy comes out at -853.54338 Ha. For the HOMO energy, the calculation gives -8.89 eV.

Entry 3:
Computed, not measured: an isolated molecule of C5H8N2O3 at a distorted geometry, with ωB97M-V/def2-TZVPD.

The geometry in XYZ format:
```
18
Properties=species:S:1:pos:R:3:lowdin_charge:R:1
C -0.3290 0.9368 0.4278 -0.168
C 1.5654 -0.7712 0.0003 -0.523
C -0.7625 -0.4671 0.1977 -0.542
C -1.1523 -0.1817 -1.2597 0.024
C -1.8719 -0.7937 1.1896 0.033
N 1.4945 0.5268 -0.3530 -0.030
N 2.5424 1.3832 -0.1867 0.019
O -0.8058 1.9524 0.6830 0.221
O 2.5881 -1.4441 0.1372 0.065
O 0.2934 -1.3656 0.1819 0.048
H -2.2019 -0.0694 -1.2288 0.078
H -0.6444 -0.9790 -1.9280 0.147
H -0.6348 0.8135 -1.5402 0.115
H -2.4428 0.1159 1.1769 0.091
H -1.4499 -0.8286 2.1657 0.086
H -2.2309 -1.8009 1.0111 0.105
H 2.6636 1.9036 -1.0654 0.098
H 3.3787 1.0691 0.3908 0.131
```

The gap between HOMO and LUMO (spin up / spin down) is 8.77 / 8.77 eV. The molar mass comes out at 144.13 g/mol. The total charge is 0. The electronic energy comes out at -530.45467 Ha. For the HOMO energy (spin up / spin down), the calculation gives -8.32 / -8.32 eV.